Arrangement i

C46H117N7O16 | wB97M-V/def2-TZVPD

Geometry as ORCA input:
```
! wB97M-V def2-TZVPD RIJCOSX def2/J DEFGRID3
* xyz 0 1
O 2.41759 -5.27135 1.13057
H -7.34485 -0.90864 0.20268
H 2.66537 1.46898 2.14389
H 9.78681 -1.46800 2.54781
H 2.09620 3.53880 5.80138
O -1.89066 -4.54266 -0.96643
H 3.99872 -3.19370 0.39536
C 7.04181 -5.10377 -1.45280
H 5.56715 5.46667 -1.56235
C -4.27160 2.99374 -4.44234
H 1.42510 2.35367 1.21506
H 3.40578 -6.03153 -0.52589
H -4.58947 1.02024 3.36784
H 6.61797 -3.29696 -0.36232
H -0.13267 -5.37440 -6.09952
C 2.55788 6.01924 7.15124
H -0.94121 6.39715 6.22152
O 4.15273 5.71689 4.25219
O 0.35026 6.85530 7.71220
H 0.68086 3.05577 -2.34274
H 1.18345 4.25473 -3.58722
H 2.13749 5.51920 4.24641
H 1.24406 -6.19349 -5.52722
H 0.53818 -3.03756 -1.90909
H 8.71657 -3.69052 -0.16165
H -1.85692 -5.12551 0.99538
H -0.45864 -6.97710 -5.59407
H 5.60239 6.69476 -0.28227
H -0.72902 8.14238 6.58630
C 6.22894 3.37598 1.91702
H 3.25632 7.26733 3.22619
H -3.41496 -0.78892 -2.51491
H -3.90565 3.52800 -3.56556
H -6.94222 -2.41239 0.87062
O 2.89927 1.27751 0.10286
H -1.61458 2.25725 -6.19297
H -5.29293 -1.03861 -6.16237
H -6.11531 1.21978 1.26907
H -8.82071 -5.65958 -0.78144
H 0.64904 -5.87926 -3.30797
H -10.44242 0.97322 1.50679
C -10.29292 -3.51170 -0.82544
H -1.92950 4.78573 -4.37650
H 0.21762 -1.18606 -3.54011
H 8.34718 1.34411 2.32703
C 0.35410 3.86289 -2.99839
C -4.27904 1.02599 2.32299
O -1.55062 -1.56555 -2.35127
H 2.53926 6.65227 6.26410
H -8.30829 -2.17975 2.92721
C 4.06496 6.55025 3.08475
C 6.24105 0.81494 2.25923
H -4.12612 2.07355 2.06355
H 6.52956 -6.05738 -1.32489
H -6.52274 -4.20799 -0.51456
C -1.90584 -4.22314 0.38592
C 0.68814 -1.99741 -1.61980
C 3.03950 4.92275 4.38321
H 0.76256 5.65200 -1.82297
C 9.28066 -0.91540 3.33935
H -4.87545 0.03107 0.53824
H -2.78898 -2.35295 0.09736
H -2.57514 4.77088 -1.63895
H -5.01954 2.25449 -4.15567
H -5.45736 -1.24203 2.54790
H -0.96396 -3.68664 0.50056
H 6.76855 3.60247 -0.10613
H 9.26342 -4.11709 -1.78620
C -2.21624 3.12361 -5.91813
C -8.38219 -4.89992 -1.42853
H 8.00854 0.15626 1.14565
H -8.75429 -5.30097 -2.37129
H 3.93851 5.91647 2.20701
C 2.45364 1.99285 1.21177
C -5.38901 0.42063 1.41721
H 5.22797 1.91394 0.67754
H 5.66292 -0.04753 1.92757
H -4.60084 -4.63458 -2.90477
H -2.29126 0.24060 -1.60215
H -2.26614 0.18667 -3.42446
H -1.97476 -3.69818 -1.41519
H -0.75293 5.87425 -2.68751
H 9.86238 -0.01142 3.51972
H -1.93645 1.35250 0.61781
H 1.99983 0.39876 -2.37098
H -3.39769 -2.98168 1.58371
H -1.53155 -5.81078 -2.66475
C -5.03426 -0.66358 -5.17214
H -0.05650 -0.10481 -2.33330
O -5.26787 -1.44461 -4.01147
H 3.97032 -5.44904 2.48655
C -7.14139 -1.38153 1.16345
H 2.87423 -4.06043 2.60385
N -6.53124 -3.95558 -2.60229
C 6.40202 4.24687 0.69294
O -0.75197 4.72648 -0.93382
C -2.40914 -0.36925 -2.49785
H -9.51731 -0.04809 0.37178
C -9.47168 0.52314 1.29899
H -5.68124 0.20598 -5.05641
H -3.97684 -0.40347 -5.12404
C -1.99585 4.04779 -1.06477
H 2.64604 -2.40770 -1.61377
H 3.56867 -0.03259 -1.63458
O 5.08752 4.69791 0.35191
H -4.73392 3.78673 -5.03016
C -0.15481 5.15140 -2.13269
C 7.72104 0.46979 2.14922
H -10.79079 -4.29641 -1.39504
C -1.91863 1.04837 1.66437
C 9.14241 -4.48928 -0.76889
C -0.18545 -1.16959 -2.52751
H 9.44419 -1.45109 4.27443
H -4.56003 -3.21663 -1.90128
H -10.88016 -2.61022 -1.00039
C -5.06167 -3.65702 -2.76298
C 6.10234 -4.20937 -0.66189
H 2.25411 -0.59086 0.45858
H 3.06606 6.60257 7.91909
N 5.87173 2.05178 1.44349
O -1.37225 -6.07429 -3.57403
H -1.05268 0.38744 1.70161
H -10.45534 -3.65237 0.24317
H 3.14101 2.83252 1.31463
O -3.07801 0.27646 2.12485
N 2.08247 -1.62604 -1.91626
H 1.01950 0.56141 -0.11933
C 0.16946 -6.11722 -5.36126
H -4.00277 -3.69760 0.16495
C -3.08598 -3.28227 0.58342
C -8.42045 -1.47587 2.10254
O -3.24578 2.40680 -5.20728
H -2.52157 3.65193 -6.82132
N -0.69710 3.29697 -3.89206
N 5.37590 -4.79993 0.45682
H 4.31390 5.04022 6.82801
H 3.17796 -7.20703 0.78616
C 3.49356 -4.64603 1.92444
C 2.05469 0.23620 -0.22282
H -5.24655 -3.19128 -5.09089
H -1.80155 3.10815 -1.58190
H -3.82654 -2.88513 -4.57203
H 3.10724 4.20798 3.56307
H 7.18218 -5.07631 -2.53338
C 2.75204 -6.33363 0.29232
H -7.18241 -3.18901 -2.69418
H 5.05045 7.01592 3.07640
C 3.01796 4.11434 5.71634
H 7.08853 3.32579 2.58538
H -2.42153 3.96520 -0.06473
H 4.13856 6.00787 -0.82010
H -6.39096 -5.63564 -1.42630
H -1.71297 1.89301 2.32194
H 3.74912 3.31238 5.61458
H -8.77167 1.34197 1.13281
H 6.12402 1.13154 3.29564
C -0.22817 7.18017 6.47949
H 0.64794 4.79904 7.33983
C 2.49373 -0.21208 -1.61531
H 10.16364 -4.76057 -0.50133
H 5.11273 -3.29468 1.72963
C -1.33055 4.09095 -4.96525
O -8.94356 -3.57299 -1.17061
C 1.13892 5.69033 7.73051
H 5.35308 -4.06473 -1.44022
O 8.22417 -5.46869 -0.72700
C 5.16919 5.74163 -0.58556
H 0.56669 -1.88987 -0.54195
H 1.40345 5.56889 8.78092
C -0.12984 -5.62312 -4.02619
O -9.17058 -0.24811 2.42880
H -0.56096 4.54474 -5.58968
O 7.94840 -0.68649 3.02559
H 0.00113 -4.54498 -3.93363
H 7.00611 5.14527 0.81964
H 5.97344 -5.31865 1.08451
H 0.48492 7.32457 5.66786
H -0.80789 2.29318 -3.90742
N 3.33459 4.83591 6.96697
N -6.09507 -0.74333 1.94398
C -6.91401 -4.67939 -1.41611
H -9.14641 -2.01852 1.49705
C 4.47668 -3.89511 1.07922
C -4.83242 -2.80363 -4.16012
H 5.45094 3.76436 2.57425
H 1.80981 -6.62066 -0.17449
*
```

Its frontier orbital gap is 8.44 eV. Its SMILES is COCCNCCOC.COCCNCCOC.COCCNCCOC.COCCNCCOC.COCCNCCOC.COCCNCCOC.COCCNCCOC.CCO.CCO. As for the LUMO energy: 0.41 eV.

Here are the Löwdin charges for atoms 1 to 4, given in e: O -0.206; H 0.114; H 0.092; H 0.081

---

Arrangement ii

C46H117N7O16 | wB97M-V/def2-TZVPD

Geometry as ORCA input:
```
! wB97M-V def2-TZVPD RIJCOSX def2/J DEFGRID3
* xyz 0 1
H 2.58344 -0.13686 3.87341
C 1.00269 -2.62066 -0.47128
C 4.44394 -7.27263 -0.10827
N 1.62862 1.48609 -3.06576
O -3.95589 -2.97311 -1.11497
H 8.82912 -0.28576 4.76585
O 1.85756 4.94219 2.66529
O 0.86849 -2.05695 -3.98759
C -0.31813 4.11718 2.42881
H -1.57251 -4.08465 2.60766
H 3.75325 5.58775 3.06710
H -3.28469 0.84695 -6.15074
H 0.10030 6.75339 -2.81303
C -2.28600 5.39187 -2.05994
H 5.91291 2.97580 -1.69787
H -5.75589 -3.35700 -2.70719
C 8.97377 0.21176 1.51561
C -4.86245 -3.28631 -0.07908
H -2.58508 0.62917 -3.86254
H 1.62795 1.48138 -0.90793
C 1.55597 2.17894 -1.76198
H 0.35854 -2.15693 -1.23099
H -2.42881 3.02317 4.10705
C 0.49512 6.87905 -1.78966
H 4.22672 -1.09044 0.72430
C 1.76425 -5.27301 -1.87154
H -2.78991 4.91524 2.53155
O 3.87884 0.14465 2.35568
H 1.58541 -5.88495 -2.76659
H -2.03697 -1.17248 2.59987
H -3.09945 -7.10191 5.88430
H -3.42543 3.81348 1.33367
N -1.36943 3.68803 1.52097
C -0.57449 6.49370 -0.78750
H 3.68609 3.97813 2.34660
C 1.34571 -0.73788 -4.27272
O -3.85354 4.01193 -3.47613
C 1.44269 0.03555 -2.94796
H -7.33296 -2.82382 -3.24855
C 5.39224 0.70409 0.62027
H -2.04037 -2.18758 -4.93478
H -2.20924 -6.04668 3.72094
H -0.29322 1.69910 5.23143
H 0.63965 -0.22661 -4.94266
H 3.91607 -6.82960 -2.16538
H 2.40136 -5.68019 0.03307
H -0.14737 6.49144 0.22043
H 3.26121 0.38875 0.36940
C -1.68459 0.24823 0.40836
H 0.61663 -3.91004 -4.72730
H -1.94225 -3.15389 -1.39133
H 0.14654 -1.00435 4.73193
H 5.54629 0.66793 -0.46987
H -5.62224 1.40763 -2.71155
H 2.23896 -1.14532 2.39968
H 1.82944 0.55085 2.36748
H -0.14665 0.17491 3.36933
C -2.22306 -1.45920 -4.14134
H 3.63106 6.21436 -2.26111
H -0.49963 -2.08100 2.56921
H 0.97972 4.77912 0.80092
H -4.03290 -5.95529 6.91579
H -0.96303 1.89429 1.16628
H -1.38182 0.25425 -5.14710
H 8.85437 -1.53595 3.46175
H 5.07583 -8.42175 2.15038
C 4.97160 3.48625 -1.90718
H -1.31755 4.21159 0.64305
C -2.97912 2.83717 3.17004
O -6.84567 -0.23450 -3.08796
C -3.01549 4.07955 -2.32935
C 7.75195 0.86400 0.92712
H 2.61393 7.59246 -2.78568
H -2.94171 6.14397 -1.61602
H 2.56007 3.84978 -0.83274
H 2.40191 6.04409 -3.58281
C 3.23250 4.97968 2.32574
H 3.39640 5.42103 1.32612
N 6.56784 0.07740 1.22064
H -3.28961 -3.85521 3.07782
C 2.56707 -0.16048 2.77646
H 2.22988 -0.43094 -2.31997
O 9.15273 0.45641 2.90653
H -3.16237 -1.77986 -3.67880
H -5.53139 -1.33772 -0.28130
H 6.39113 0.00412 2.21789
C -0.60679 -0.56670 4.05085
H -7.19885 1.69928 -3.51933
H 8.91347 -0.86846 1.31602
H 2.32558 -0.80262 -4.77903
O -0.60442 1.00596 0.91508
H -0.11034 -4.21265 -2.13574
C 0.41779 -4.76033 -1.34194
C -2.20458 -5.13184 4.35319
H 1.44769 3.22690 1.53703
H 7.44887 -0.51873 3.71685
H -2.24893 3.33000 -2.54692
H 3.30272 -8.25977 2.36174
N -7.02770 -2.54904 -1.21344
C -2.67378 3.89411 2.12868
H -1.39603 -1.48901 -3.42943
O -3.35225 0.00160 -5.68610
H -5.78066 1.69116 4.41128
C -5.09038 4.70407 -3.52277
H -0.15737 -5.62515 -0.98806
H 9.87380 0.60468 1.02629
C 3.84040 -6.35029 -1.18024
C 4.10870 -0.01222 0.95352
C 2.64187 6.50569 -2.61585
H -7.67590 -1.76440 -1.15122
C 1.00219 -2.94719 -5.07942
H -5.16250 -4.35112 -0.11674
C 4.24869 -7.71049 2.28328
O 1.69187 6.11781 -1.62486
H -1.26355 -5.17899 4.92494
H 4.94941 3.85137 -2.95285
H -1.93984 5.81545 -3.02387
O 3.93617 2.55378 -1.65322
H 0.51482 -0.14495 -2.40453
O 0.56966 -3.93804 -0.18463
H 2.40076 -4.41242 -2.17602
H -4.22513 1.70441 5.23697
H -0.51089 0.52364 6.54853
H -2.88708 -4.53544 -1.96293
H -4.38642 0.72573 3.77857
H -3.56076 3.78783 -1.41387
C -6.50192 -2.56613 -2.58548
O -1.59530 0.12423 4.82117
H -2.90515 0.13119 -1.32969
H -6.54908 -2.33131 0.78055
H 0.58989 2.68518 -1.64944
H 5.53010 -7.36610 -0.26009
H -5.01883 -0.97276 -2.43796
H 3.99343 -8.26657 -0.19450
H 7.88158 0.86994 -0.16411
O -3.32101 -5.14023 5.22973
C -2.25131 -3.91084 3.45907
C 2.65982 3.20488 -1.70928
C -3.15885 -6.07096 6.28196
C -2.05615 0.72715 -0.96687
H -5.31646 4.88993 -4.56982
O 4.19724 -6.76416 1.21884
H -2.53570 -2.32154 4.70199
C -5.87217 -1.26805 -3.07022
H -5.84257 0.98762 -4.44658
H 4.86276 4.38498 -1.28053
C -2.81058 -3.78184 -1.16936
C -6.33872 1.03198 -3.46228
H -0.53761 5.09756 2.89872
H 5.31105 1.76456 0.94397
H -2.24083 -5.84474 6.85254
H -0.22320 3.39522 3.25478
H 2.59129 1.59269 -3.40181
H -1.22523 0.61517 -1.67318
H 2.05889 -3.07010 -5.36716
H -2.60128 -4.30494 -0.22359
H 2.63191 3.83017 -2.62027
N -1.17211 5.19738 -1.11635
C -1.26975 -1.65794 3.23496
H -5.47373 -1.42224 -4.08711
C -1.02866 1.04654 5.72926
H 2.04858 -2.58383 -0.79894
H -0.44740 4.64443 -1.56931
H -2.65515 1.86184 2.77300
H -1.36182 7.24899 -0.85899
H 0.92264 -2.04308 0.44600
C -6.01666 -2.33135 -0.17578
H -5.06480 5.68883 -3.03909
H 0.46416 -2.55366 -5.96696
C 1.03244 4.22748 1.75329
N -1.79697 -2.68355 4.09977
N 2.42545 -6.11176 -0.88576
C -4.70660 1.67045 4.24746
H 0.71009 7.95633 -1.67903
C 8.54918 -0.51149 3.73500
H 4.38880 -7.14966 3.20990
H -5.89247 4.10351 -3.07656
H -4.36149 -3.11712 0.89354
H -2.37976 1.77215 -0.91173
O -4.37354 2.78976 3.44477
C -2.33173 -0.06228 -4.68535
H 7.66865 1.91876 1.25994
H 4.41058 -5.40190 -1.23055
H -2.56066 0.32596 1.08524
H -1.35526 -0.80184 0.37459
H -1.83508 1.65713 6.13208
*
```

Its frontier orbital gap is 8.89 eV. Its SMILES is COCCNCCOC.COCCNCCOC.COCCNCCOC.COCCNCCOC.COCCNCCOC.COCCNCCOC.COCCNCCOC.CCO.CCO. As for the LUMO energy: 0.45 eV.

Here are the Löwdin charges for atoms 1 to 4, given in e: H 0.094; C -0.101; C -0.207; N -0.038

---

arrangement ii has the most favorable energy; the next structure is 7.831 eV above.